# 1
C6H11N | the ωB97M-V functional and the def2-TZVPD basis

CARTESIAN COORDINATES (ANGSTROEM)
C1 2.370 0.949 -0.092
C2 0.858 1.140 -0.235
C3 -0.009 0.165 -0.909
C4 -1.447 -0.301 -0.961
C5 -1.644 -1.223 0.424
C6 -0.234 0.423 0.687
H1 2.934 1.119 -1.029
H2 2.347 -0.194 0.081
H3 2.690 1.733 0.688
H4 0.308 2.185 -0.314
H5 0.379 -0.961 -0.381
H6 -1.611 -1.016 -1.678
H7 -2.185 0.452 -0.868
H8 -2.476 -0.832 1.382
H9 -1.647 -2.307 0.132
H10 0.703 -1.565 1.071
H11 -1.072 1.186 0.875
N1 -0.265 -0.953 1.128

Computed properties:
- SMILES string = C[C@H]1[C@@H]2CCN[C@@H]12
- spin multiplicity = 1
- HOMO level (eV) = -7.314
- DFT total energy (Ha) = -289.66104
- energy above the lowest of the compared OMol25 structures with the same formula, charge and spin (kcal/mol) = 194.9

=====

# 2
C6H11N | the ωB97M-V functional and the def2-TZVPD basis

CARTESIAN COORDINATES (ANGSTROEM)
C1 -1.688 0.041 1.462
C2 -2.311 0.525 0.295
N1 -3.048 -0.216 -0.464
C3 2.915 1.155 -0.416
C4 0.124 -1.251 -0.261
C5 1.448 -0.767 -0.155
C6 1.811 0.471 -0.723
H1 -1.936 -0.945 1.807
H2 -1.144 0.708 2.115
H3 -2.112 1.560 0.025
H4 -3.387 0.310 -1.262
H5 3.653 0.820 0.292
H6 3.066 2.089 -0.923
H7 -0.452 -0.690 -0.988
H8 -0.482 -1.144 0.726
H9 0.117 -2.322 -0.443
H10 2.216 -1.299 0.396
H11 1.211 0.957 -1.484

Computed properties:
- spin multiplicity = 1
- HOMO level (eV) = -6.546
- DFT total energy (Ha) = -289.77399
- energy above the lowest of the compared OMol25 structures with the same formula, charge and spin (kcal/mol) = 124.1

=====

# 3
C6H11N | the ωB97M-V functional and the def2-TZVPD basis

CARTESIAN COORDINATES (ANGSTROEM)
C1 -0.679 -1.392 -1.474
C2 -1.037 -0.304 -0.436
C3 0.193 0.203 0.424
C4 -0.160 1.074 1.770
C5 1.131 0.972 -0.559
C6 0.882 -0.933 1.016
N1 1.384 -1.763 1.645
H1 -0.034 -1.025 -2.281
H2 -1.581 -1.791 -1.959
H3 -0.171 -2.236 -0.995
H4 -1.813 -0.704 0.223
H5 -1.492 0.539 -0.982
H6 -0.758 0.586 2.570
H7 0.712 1.491 2.322
H8 -0.700 1.792 1.193
H9 1.934 1.493 -0.035
H10 1.600 0.283 -1.277
H11 0.588 1.714 -1.164

Computed properties:
- SMILES string = CCC(C)(C)C#N
- spin multiplicity = 1
- HOMO level (eV) = -10.915
- DFT total energy (Ha) = -289.94511
- energy above the lowest of the compared OMol25 structures with the same formula, charge and spin (kcal/mol) = 16.7

=====

# 4
C6H11N | the ωB97M-V functional and the def2-TZVPD basis

CARTESIAN COORDINATES (ANGSTROEM)
C1 2.110 -0.055 -0.114
C2 0.944 -1.008 0.145
C3 -0.430 -0.330 0.034
C4 -1.613 -1.255 0.337
C5 -0.978 2.124 -1.472
C6 -0.488 0.832 0.941
N1 -0.537 1.741 1.657
H1 2.046 0.392 -1.113
H2 3.065 -0.585 -0.042
H3 2.126 0.760 0.619
H4 1.035 -1.453 1.144
H5 0.962 -1.833 -0.577
H6 -1.524 -1.676 1.344
H7 -2.558 -0.706 0.277
H8 -1.645 -2.075 -0.386
H9 -1.828 2.389 -0.806
H10 -0.147 2.685 -0.993
H11 -0.542 0.053 -0.994

Computed properties:
- spin multiplicity = 1
- HOMO level (alpha / beta) (eV) = -9.615 / -9.559
- DFT total energy (Ha) = -289.79300
- energy above the lowest of the compared OMol25 structures with the same formula, charge and spin (kcal/mol) = 112.1

=====

# 5
C6H11N | the ωB97M-V functional and the def2-TZVPD basis

CARTESIAN COORDINATES (ANGSTROEM)
C1 0.146 -1.116 -2.186
C2 -0.430 -0.928 -0.819
C3 -0.466 0.499 -0.297
C4 0.502 0.616 0.924
C5 0.118 1.698 1.924
C6 0.434 -0.709 1.623
N1 -0.058 -1.716 1.083
H1 0.300 -2.170 -2.443
H2 -0.602 -0.725 -2.884
H3 1.070 -0.543 -2.310
H4 -1.372 -1.450 -0.752
H5 0.452 -2.125 0.069
H6 -0.197 1.258 -1.057
H7 -1.493 0.747 0.020
H8 1.528 0.789 0.575
H9 0.156 2.684 1.458
H10 -0.896 1.516 2.299
H11 0.808 1.675 2.772

Computed properties:
- spin multiplicity = 1
- HOMO level (eV) = -7.353
- DFT total energy (Ha) = -289.78721
- energy above the lowest of the compared OMol25 structures with the same formula, charge and spin (kcal/mol) = 115.8

=====

# 6
C6H11N | the ωB97M-V functional and the def2-TZVPD basis

CARTESIAN COORDINATES (ANGSTROEM)
C1 1.924 0.869 0.941
N1 1.968 -1.181 -1.136
C2 0.864 -1.046 -0.289
C3 0.730 0.136 0.377
C4 -0.694 0.564 0.606
C5 -1.654 0.294 -0.266
C6 -3.143 0.323 -0.046
H1 2.822 0.413 0.534
H2 1.871 1.040 2.008
H3 1.935 1.883 0.519
H4 1.888 -1.932 -1.813
H5 2.206 -0.396 -1.729
H6 0.088 -1.814 -0.284
H7 -0.860 1.174 1.510
H8 -1.300 -0.018 -1.260
H9 -3.470 1.378 -0.070
H10 -3.460 -0.129 0.883
H11 -3.752 -0.241 -0.812

Computed properties:
- SMILES string = C/C=C/C(C)=C/N
- spin multiplicity = 1
- HOMO level (eV) = -7.341
- DFT total energy (Ha) = -289.90045
- energy above the lowest of the compared OMol25 structures with the same formula, charge and spin (kcal/mol) = 44.7

=====

Number 1: largest force on an atom 5.2 eV/Å. Number 2: largest force on an atom 1.9 eV/Å. Number 3: largest force on an atom 1.8 eV/Å. Number 4: largest force on an atom 1.1 eV/Å. Number 5: largest force on an atom 2.9 eV/Å. Number 6: largest force on an atom 2.6 eV/Å.